1.
23
Properties=species:S:1:pos:R:3:forces:R:3 method="wB97M-V/def2-TZVPD" e_homo_ev="-8.160 / -8.160" e_above_lowest_kcal_mol=69.53 mol_weight_da=256.168 spin_multiplicity=1
Br -2.9007 -0.9952 0.7489 0.61 0.98 -0.46
S -1.6589 1.6911 1.3917 -0.26 -0.01 -0.03
N -2.1532 1.3011 -2.2759 -0.14 0.74 -2.67
C -2.1071 0.9940 -1.1837 0.11 -0.35 0.47
C -2.0620 0.6653 0.1255 0.03 -0.66 3.15
C 0.2495 -2.5262 -0.8778 -0.78 -1.58 -0.24
C 1.8854 -1.3517 0.9903 -0.09 1.88 0.51
C -0.7154 2.9827 1.0342 -0.26 -0.08 -1.93
C -0.0761 3.1610 -0.3531 -1.26 -1.04 0.40
C 0.4795 -3.1065 0.3502 -0.86 -0.80 0.06
C 1.5535 -0.6562 -0.1880 1.32 -1.13 1.28
C 1.3037 -2.5720 1.2859 1.39 2.05 -0.44
C 0.8851 -1.3402 -1.1377 -2.04 0.10 -2.69
H 2.4645 -0.8464 1.7821 -0.17 -0.26 -0.58
H -0.4709 -3.0404 -1.5865 1.16 0.90 0.78
H 1.5581 -2.9232 2.2500 -0.26 -1.04 0.69
H -0.0560 -3.9525 0.6649 -0.72 -1.31 -0.06
H 1.8693 0.3156 -0.4473 0.70 0.99 0.21
H 0.6635 -0.9253 -2.1300 0.31 0.28 0.47
H 0.7007 3.8914 -0.5397 0.34 -0.02 0.84
H 0.2277 2.1203 -0.5212 0.60 0.34 -0.63
H -0.8031 3.3648 -1.1596 -0.09 -0.15 0.49
H -0.8369 3.7485 1.7769 0.37 0.18 0.37

=====

2.
147
Properties=species:S:1:pos:R:3:forces:R:3 method="wB97M-V/def2-TZVPD" e_homo_ev=-9.645 mol_weight_da=1291.094 spin_multiplicity=1
Cl 19.4930 16.9878 15.9837 -0.60 -1.08 0.44
Cl 17.4298 14.7560 16.2281 0.48 0.48 0.22
Cl 23.2812 14.3563 15.1507 0.01 -0.06 0.13
Cl 19.9446 14.6684 17.8133 -0.66 0.44 -0.17
Cl 10.9406 7.2141 11.1154 0.67 0.24 0.47
Cl 10.8250 9.1681 13.3016 0.41 -0.64 0.35
Cl 25.1603 13.0974 13.3006 -0.65 -0.44 0.88
Cl 11.3141 10.0232 10.7218 0.20 0.62 -0.98
Cl 25.0507 12.2409 16.1394 -0.74 0.18 -0.92
O 15.0117 6.6466 10.3876 3.08 1.49 0.38
O 16.2339 7.8117 15.5646 0.84 0.56 0.17
O 22.6321 10.0342 18.0963 0.65 0.37 2.29
O 14.6527 13.5446 9.3664 -0.72 3.89 -1.70
O 14.6516 9.1622 15.9306 0.92 0.05 0.04
O 14.9948 15.5045 8.0718 0.96 -2.98 1.38
O 20.5589 14.8791 12.9651 1.57 1.35 -0.67
O 17.9925 11.5669 13.0789 -2.09 0.25 -0.96
O 18.2296 10.1883 8.4977 -0.28 2.27 0.61
O 10.4488 12.5752 13.2461 0.97 -0.11 1.12
O 12.3544 13.0480 14.2945 -2.33 -1.27 -0.74
O 16.6356 11.3814 19.8406 -1.13 0.22 0.97
O 20.7526 16.1464 11.1851 -1.02 1.55 -1.44
O 16.0106 11.4791 12.2229 -0.01 -0.38 -0.14
O 11.7853 14.2099 12.3317 -0.36 -2.89 2.63
O 18.4383 11.5924 10.2024 0.21 -0.17 -0.11
O 14.5422 7.8835 14.0332 1.42 1.07 2.19
O 21.0810 11.6349 17.5713 1.32 -1.19 1.05
O 18.7222 12.0106 20.3514 -1.56 -0.79 -1.55
O 22.4696 11.7225 19.4247 0.17 -2.28 -1.35
O 16.1569 11.8641 14.4837 1.41 -0.47 -1.80
O 22.5366 12.1257 11.5372 -0.51 -0.21 -1.62
O 22.5436 12.7237 9.4124 0.02 1.98 -0.60
O 17.2313 6.4192 10.1795 -0.66 -1.59 0.18
C 22.9813 15.9300 10.5713 1.85 -0.32 -0.38
C 18.1384 11.2699 18.0845 -0.24 -0.55 0.02
C 22.8068 15.4459 11.9915 -0.56 -0.21 0.62
C 16.5666 8.5226 10.9509 0.07 -0.47 0.45
C 21.7107 16.5762 10.1932 -0.63 0.38 -0.09
C 18.3670 13.7461 9.1193 0.66 -1.18 0.10
C 18.1635 11.3462 8.9354 0.61 -2.67 -1.31
C 22.3273 9.2059 17.0537 0.03 -0.99 -2.69
C 14.2931 14.6865 9.0123 2.55 -2.14 0.52
C 15.1143 8.2642 15.0724 -2.34 -0.67 -2.22
C 17.9165 11.5934 19.5184 2.27 0.69 2.03
C 15.8371 11.0030 18.7248 1.27 -0.76 -1.96
C 16.1569 7.1264 10.5076 -4.21 -0.88 -0.28
C 22.2591 11.8807 10.3701 0.27 -1.71 2.81
C 21.7047 10.5629 9.7913 -0.48 0.87 -0.39
C 22.1675 12.2828 8.1028 0.62 -1.22 0.70
C 11.5615 13.3204 13.1981 1.04 3.09 -1.21
C 18.4063 7.1369 10.4333 0.48 0.93 -0.91
C 22.0554 12.9877 19.7785 -1.31 2.09 0.48
C 24.0636 12.8406 14.7241 0.88 0.29 0.30
C 20.2827 11.2330 13.4573 -0.36 0.87 -1.01
C 18.9526 11.6419 14.0699 1.85 -1.01 2.08
C 9.3337 12.8749 12.4238 -0.37 0.04 -1.31
C 13.5876 13.6449 14.6364 1.14 2.43 -0.98
C 16.9517 6.8394 14.8639 1.58 -2.03 -0.74
C 17.8140 12.6152 8.2188 -0.23 0.85 -0.23
C 18.4773 7.0675 15.0087 -1.06 0.25 0.48
C 21.2912 15.5000 12.1923 -0.62 -2.77 1.01
C 11.6608 8.6849 11.8064 -0.94 0.50 -0.20
C 13.4575 15.1143 15.0720 -0.19 0.30 -0.08
C 12.9966 16.4884 8.4303 -0.46 2.80 0.02
C 23.4032 8.1332 16.8320 -0.50 -0.67 0.61
C 21.9308 11.1312 18.2948 0.16 2.67 0.35
C 16.6834 11.6591 13.3913 -1.63 0.17 0.51
C 14.3902 16.7500 7.9340 -0.98 -0.44 -1.04
C 17.9941 8.2462 11.3554 1.33 0.82 0.33
C 22.0673 10.7615 8.3236 -0.10 -0.56 -1.00
C 14.5608 11.5347 12.0502 -0.29 0.85 0.82
C 16.9196 10.4610 17.7385 -1.25 0.37 -0.90
C 18.4932 12.9938 10.4352 -0.40 0.81 1.73
C 19.1405 15.2301 16.3360 0.98 -0.01 -0.64
C 13.1277 15.4659 9.4997 -0.95 -1.02 -0.25
C 13.3862 9.6922 15.6617 -1.49 -0.33 0.56
H 14.2674 16.9646 6.8724 0.71 0.28 -0.05
H 14.1648 10.9508 11.2194 1.07 -0.30 -0.20
H 13.0592 15.7445 14.2768 -0.41 -0.22 -0.02
H 15.1105 10.2100 18.9014 0.11 0.24 0.78
H 12.3570 16.1894 7.5999 -0.02 -0.16 0.21
H 16.7242 12.6046 8.2059 -0.18 0.29 -0.11
H 17.8086 14.6765 9.2228 -0.18 -0.32 -0.23
H 12.6550 8.9154 15.8853 -0.19 -0.22 -0.57
H 19.0293 12.6087 14.5675 -0.34 0.13 -0.19
H 15.3266 11.8453 18.2580 0.00 0.34 0.42
H 16.5001 9.1780 10.0825 0.10 0.04 -0.04
H 21.3436 16.2900 9.2077 -0.18 -0.01 0.15
H 18.6267 7.5956 9.4694 0.76 -0.04 -0.07
H 23.2263 15.1189 9.8855 0.08 -0.10 0.25
H 21.3486 8.7410 17.1723 -0.09 -0.03 0.15
H 23.0318 10.2875 8.1415 0.04 0.12 -0.23
H 22.1706 13.7131 18.9731 -0.10 -0.18 -0.25
H 23.0031 12.5614 7.4607 -0.32 0.02 -0.19
H 13.9670 11.2283 12.9113 0.56 -0.10 0.42
H 13.2647 10.0467 14.6381 0.09 0.13 0.29
H 14.4117 15.5968 15.2833 0.41 -0.53 0.02
H 17.6778 13.2284 11.1195 -0.01 0.02 -0.02
H 19.0651 6.4997 14.2874 -0.23 -0.15 0.04
H 8.3868 12.5270 12.8365 0.40 0.21 0.98
H 18.7697 6.7963 16.0231 0.28 0.17 -0.05
H 23.7558 16.6922 10.4868 0.31 -0.31 0.04
H 21.9275 17.6445 10.1883 -1.05 0.26 0.30
H 19.2134 6.4922 10.7813 -0.21 -0.08 -0.05
H 16.7532 6.6941 13.8020 -0.71 0.86 -0.01
H 14.9028 17.5606 8.4520 0.25 -0.23 0.11
H 23.2594 12.1355 14.5135 0.52 -0.07 -0.23
H 14.2318 13.6465 13.7571 0.04 -0.15 -0.01
H 20.6226 10.4735 9.8874 -0.17 0.53 0.22
H 15.9988 8.9533 11.7756 -0.33 -0.35 -0.27
H 12.8792 15.2554 15.9851 -0.27 -0.20 -0.10
H 14.1434 13.1191 15.4127 -0.79 -0.71 -0.13
H 16.6583 5.8815 15.2934 0.18 -0.14 0.15
H 24.3818 8.4789 16.4988 -0.17 0.26 0.22
H 22.5976 13.4244 20.6173 0.70 -0.78 -0.02
H 23.2626 16.0763 12.7550 0.19 -0.03 -0.10
H 12.7465 8.6936 11.9025 -0.24 -0.79 0.36
H 9.3520 12.2815 11.5097 0.63 0.17 -0.25
H 12.2998 14.7593 9.4403 -0.15 0.08 0.50
H 21.3399 10.3560 7.6203 0.04 -0.28 0.15
H 23.0743 7.3558 16.1425 -0.32 0.48 -0.61
H 16.6981 10.7176 16.7026 -0.51 -0.44 -0.01
H 18.1163 7.9426 12.3951 -0.34 0.02 0.12
H 21.0314 12.9923 20.1517 -0.30 -0.14 -0.43
H 20.1179 10.2996 12.9191 0.28 -0.15 0.05
H 19.4242 13.1672 10.9749 -0.01 0.23 -0.05
H 9.2799 13.9335 12.1694 0.10 -0.08 0.13
H 12.7575 17.5133 8.7141 -1.23 -0.25 0.52
H 19.6643 14.6907 15.5469 -0.28 0.26 -0.07
H 21.2322 12.7400 7.7797 0.02 0.10 0.12
H 20.5624 11.9974 12.7323 0.09 -0.15 -0.09
H 19.0682 10.7623 17.8279 -0.03 0.54 0.33
H 16.9672 9.3755 17.8254 0.47 0.08 0.10
H 18.0372 12.2315 17.5813 0.45 0.07 -0.28
H 22.2892 9.8420 16.1694 -0.28 -0.13 -0.37
H 22.0527 9.6523 10.2788 0.59 0.34 -0.06
H 19.3989 13.9783 8.8561 -0.06 0.28 -0.54
H 18.6702 9.0841 11.1856 -0.15 0.23 0.16
H 14.2702 12.5618 11.8294 0.22 0.06 -0.02
H 13.2370 15.7774 10.5385 0.11 0.10 -0.12
H 18.7669 10.8722 14.8189 -0.53 0.20 0.43
H 23.1532 14.4185 12.1037 -0.15 0.17 0.24
H 18.1740 12.6680 7.1913 -0.06 -0.30 0.10
H 21.1313 11.1643 14.1379 -0.39 -0.14 0.33
H 13.1539 10.4136 16.4451 0.50 0.52 -0.41
H 18.6630 8.1270 14.8327 0.19 0.07 0.09
H 23.4900 7.4945 17.7109 0.40 0.45 0.49

=====

3.
16
Properties=species:S:1:pos:R:3:forces:R:3 method="wB97M-V/def2-TZVPD" e_homo_ev=-14.229 total_charge=+1 e_above_lowest_kcal_mol=12.47 mol_weight_da=105.121 spin_multiplicity=1
O -0.8957 0.6617 1.5422 0.68 1.13 -1.26
N -1.3465 0.8755 -0.7397 0.10 1.13 1.82
N 0.1149 -1.5261 0.4645 0.25 -0.43 0.29
N -0.7655 2.7814 0.6233 -0.15 -2.40 -0.48
N 1.8383 -2.0382 -1.0106 -0.86 -0.33 0.34
C -0.9590 1.4197 0.5451 -0.74 -0.49 0.53
C 1.3379 -1.3736 0.0312 -0.22 -0.84 -1.03
H -0.3011 -0.7354 1.0368 -0.04 -0.52 0.30
H -1.5663 -0.0989 -0.5559 -0.19 0.22 -0.28
H 1.9792 -0.6739 0.5695 -0.14 0.12 -0.51
H -2.2157 1.3630 -0.9530 0.12 -0.13 -0.64
H 2.7334 -1.8398 -1.3787 1.07 0.36 0.12
H -0.6172 3.2199 -0.2716 0.19 0.44 0.26
H -0.2527 3.0476 1.4502 -0.10 0.45 -0.13
H -0.4231 -2.3732 0.2533 0.19 0.72 -0.16
H 1.3392 -2.7099 -1.6066 -0.16 0.55 0.81

=====

4.
28
Properties=species:S:1:pos:R:3:forces:R:3 method="wB97M-V/def2-TZVPD" e_homo_ev=-13.217 total_charge=+1 e_above_lowest_kcal_mol=52.85 mol_weight_da=201.249 spin_multiplicity=1
O 1.4373 -1.2551 0.0065 -0.07 1.08 0.04
N -2.0575 -0.9824 0.8735 -1.20 -0.72 -0.36
N 4.1043 1.2951 -0.4107 -1.66 -0.46 4.25
C -0.3989 3.0524 -1.8103 1.52 0.77 -0.24
C -0.0234 0.5792 -0.6228 -0.43 0.63 2.15
C -1.0593 1.4694 -0.1683 -0.56 -1.87 0.86
C -3.0249 -1.7180 1.4751 0.81 0.72 -0.85
C -0.5295 -2.7138 1.2777 3.77 -1.48 0.28
C -1.4729 -3.4238 2.0208 0.92 -0.33 -1.32
C 0.7189 2.2886 -2.1596 0.21 1.00 -1.67
C -0.8307 -1.4975 0.6943 0.49 0.29 1.32
C 0.8696 1.1042 -1.5303 2.98 -1.61 -1.00
C -2.7492 -2.9673 2.0841 -2.68 -0.26 0.32
C -1.2190 2.6754 -0.7627 -2.03 2.01 -0.57
C 0.2607 -0.6712 0.0508 -0.59 -0.53 -0.72
H 3.8660 2.2427 -0.1209 0.47 -0.54 -0.20
H 1.4854 2.5295 -2.9841 -1.54 0.10 1.52
H 2.2297 -0.6891 -0.2731 -1.41 -0.30 0.24
H 0.5960 -3.1614 1.2204 -3.03 1.17 -0.02
H -1.7496 1.1588 0.6377 0.71 0.21 -0.73
H 4.3674 1.1925 -1.3047 1.31 0.00 -3.77
H -4.0391 -1.2823 1.3400 0.81 -0.47 0.63
H -3.5893 -3.6355 2.5337 1.59 1.55 -0.79
H -0.4617 4.0423 -2.2344 -0.48 0.05 -0.25
H -1.2085 -4.4252 2.2930 0.04 -0.23 0.66
H 1.8419 0.6145 -1.8106 -1.32 -0.11 0.45
H 4.7369 0.7962 0.2173 -0.24 0.71 -0.27
H -2.1006 3.3819 -0.5320 1.63 -1.37 0.02